Computed, not measured: a structure of composition C19H31N7OsS in a non-equilibrium geometry, with ωB97M-V with the def2-TZVPD basis set.

The value obtained for the gap between HOMO and LUMO (alpha / beta) is 0.2513 / 0.1882 Ha. The energy comes out at -43897.067 eV. Its net charge is +4. The spin multiplicity is 5.

Last column: Mulliken spin population.
Atoms and positions in Å:
Os1 0.272 -0.181 -1.902  2.61
C1 0.933 3.880 -3.021  0.00
C2 0.458 2.526 -2.722  0.07
N1 1.189 1.540 -2.405  -0.06
C3 2.580 1.614 -2.056  -0.01
C4 2.780 0.966 -0.744  0.01
N2 2.209 -0.419 -0.748  0.03
C5 3.043 -1.345 -1.521  0.01
C6 2.244 -2.503 -2.179  -0.01
N3 0.970 -2.114 -2.939  0.14
C7 -0.123 -3.137 -2.865  0.00
C8 -1.114 -2.924 -1.806  -0.01
N4 -1.341 -1.431 -1.811  -0.04
C9 -2.551 -0.937 -2.073  0.04
C10 -3.811 -1.795 -1.967  0.00
C11 -2.527 0.517 -2.426  0.07
C12 -3.620 1.378 -2.569  0.02
C13 -3.386 2.707 -2.875  0.02
C14 -2.082 3.152 -3.010  0.01
C15 -1.026 2.248 -2.755  0.08
N5 -1.289 0.973 -2.479  -0.03
H1 1.736 4.214 -2.360  0.00
H2 0.155 4.618 -2.872  0.00
H3 1.239 3.826 -4.087  0.01
H4 2.934 2.622 -2.050  0.00
H5 3.133 1.094 -2.830  0.00
H6 2.239 1.471 0.031  0.00
H7 3.802 0.920 -0.436  0.00
H8 1.987 -0.680 0.256  0.00
H9 3.889 -1.767 -1.037  0.00
H10 3.452 -0.669 -2.283  0.00
H11 1.889 -3.175 -1.425  0.00
H12 2.945 -3.091 -2.817  0.00
H13 1.239 -1.988 -3.943  0.00
H14 0.224 -4.169 -2.910  0.01
H15 -0.695 -3.079 -3.861  0.00
H16 -0.681 -3.078 -0.751  0.00
H17 -1.994 -3.561 -1.977  0.00
H18 -4.638 -1.187 -1.963  0.00
H19 -3.950 -2.370 -0.952  0.01
H20 -4.003 -2.410 -2.765  0.01
H21 -4.638 1.000 -2.507  0.00
H22 -4.244 3.341 -2.979  0.00
H23 -1.906 4.179 -3.170  0.00
C16 -0.734 1.699 6.975  0.00
N6 0.079 0.551 6.555  0.22
C17 0.129 -0.617 7.409  -0.01
C18 0.609 -1.832 6.409  0.00
N7 0.853 -0.935 5.165  -0.05
C19 0.572 0.311 5.303  -0.08
S1 0.724 1.506 4.041  0.88
H24 -0.150 2.166 7.749  0.01
H25 -1.734 1.450 7.274  0.01
H26 -0.776 2.458 6.209  0.00
H27 -0.830 -0.770 7.885  0.01
H28 0.911 -0.407 8.131  0.01
H29 -0.218 -2.591 6.298  0.00
H30 1.536 -2.328 6.805  0.00
H31 1.108 -1.436 4.353  0.00

Atoms 1-6, force components in eV/Å:
Os -0.8288 -0.3200 -0.2962
C 0.2611 0.1955 -0.1017
C -2.1549 1.7936 -0.2195
N 0.3755 -1.3878 0.8727
C 0.9168 0.2253 -1.0408
C -0.4615 -0.8912 1.0395